The following is a DFT calculation (ωB97M-V/def2-TZVPD) of a structure of composition C40H31N6O3PtSSe.

Properties
Energy relative to the best compared isomer or geometry (same formula, charge and spin) = 16.4 kcal/mol
Kohn-Sham gap (spin up / spin down) = 0.2444 / 0.2446 hartree
LUMO (spin up / spin down) = -0.65 / -0.70 eV
HOMO energy (spin up / spin down) = -7.302 / -7.353 eV
Electronic energy = -5015.97204 a.u.
F_max = 0.74 eV Å⁻¹
Multiplicity = 2
Expectation value of S² = 0.7534

Last column: Löwdin charge in e.
Cartesian coordinates (Å):
Pt1 0.31 0.90 0.41  0.894
Se1 -1.21 0.71 2.34  0.719
S1 1.52 2.49 1.59  0.661
O1 -0.15 -3.99 -2.16  -0.102
O2 1.85 -1.10 0.46  -0.105
O3 1.99 1.31 -1.05  -0.240
N1 1.60 -0.66 5.87  0.054
N2 1.96 -3.85 -0.65  0.129
N3 -9.77 1.31 -1.12  0.155
N4 -0.91 2.41 -0.64  -0.055
N5 2.58 2.48 -0.86  -0.205
N6 -0.98 -0.48 -0.49  -0.102
C1 0.40 1.07 4.72  -0.130
C2 -4.42 1.08 -0.83  -0.187
C3 -1.38 -4.05 -2.86  -0.088
C4 -2.94 1.04 -0.73  -0.071
C5 0.49 -2.04 -3.48  -0.005
C6 3.99 4.81 -0.55  -0.065
C7 -5.16 1.54 0.26  0.002
C8 3.20 -2.85 1.26  -0.133
C9 0.36 -1.15 3.88  -0.120
C10 3.24 4.31 0.48  -0.082
C11 -8.63 1.26 -1.05  -0.184
C12 2.51 3.12 0.33  -0.629
C13 -1.82 4.44 -1.04  -0.061
C14 2.57 -0.96 -2.91  -0.082
C15 4.01 4.14 -1.77  -0.054
C16 2.66 -3.87 0.48  -0.003
C17 -6.54 1.59 0.19  -0.009
C18 -2.34 -0.23 -0.67  -0.284
C19 -2.05 -2.46 -0.68  -0.084
C20 4.15 -3.27 2.26  -0.056
C21 1.17 -1.51 4.94  -0.158
C22 -2.29 2.26 -0.72  -0.276
C23 3.30 2.98 -1.89  -0.014
C24 1.82 -2.85 -1.64  -0.190
C25 -5.08 0.69 -1.99  -0.014
C26 2.80 -1.46 1.19  -0.359
C27 -3.01 -1.48 -0.79  0.000
C28 4.50 -0.98 2.88  -0.058
C29 -7.19 1.20 -0.97  -0.231
C30 4.79 -2.37 3.04  -0.092
C31 -0.03 0.17 3.75  -0.645
C32 -6.46 0.75 -2.07  -0.016
C33 3.56 -0.54 2.00  -0.008
C34 2.76 -1.87 -1.87  -0.004
C35 1.43 -1.04 -3.69  -0.060
C36 1.21 0.61 5.74  -0.153
C37 -0.64 3.69 -0.81  -0.145
C38 -2.86 3.54 -0.97  -0.015
C39 -0.82 -1.79 -0.48  -0.140
C40 0.68 -2.95 -2.46  -0.257
H1 -0.39 -2.09 -4.10  0.111
H2 5.02 -0.26 3.50  0.110
H3 1.27 -0.33 -4.49  0.108
H4 -1.96 -3.13 -2.72  0.076
H5 -4.50 0.34 -2.84  0.128
H6 1.50 -2.54 5.06  0.102
H7 1.56 1.30 6.51  0.102
H8 -1.21 -4.23 -3.93  0.100
H9 3.64 -1.81 -1.25  0.128
H10 1.52 -4.72 -0.90  0.156
H11 3.18 4.81 1.44  0.111
H12 4.57 4.51 -2.62  0.109
H13 4.36 -4.33 2.36  0.110
H14 -4.64 1.84 1.16  0.129
H15 2.81 -4.88 0.85  0.139
H16 -4.07 -1.61 -0.94  0.114
H17 -6.97 0.45 -2.97  0.120
H18 0.15 -2.21 -0.28  0.088
H19 3.25 2.38 -2.79  0.132
H20 4.54 5.73 -0.42  0.111
H21 -1.93 -4.89 -2.44  0.101
H22 3.32 0.51 1.92  0.063
H23 0.12 2.12 4.66  0.093
H24 -1.87 5.50 -1.24  0.094
H25 -2.19 -3.53 -0.72  0.097
H26 -7.12 1.94 1.04  0.122
H27 5.51 -2.69 3.78  0.100
H28 0.37 4.06 -0.78  0.095
H29 3.30 -0.19 -3.07  0.097
H30 0.05 -1.89 3.15  0.098
H31 -3.91 3.74 -1.12  0.112

The following is a DFT calculation (ωB97M-V/def2-TZVPD) of a structure of composition C40H32Cl2N6O5SSe2W.

Properties
Energy relative to the best compared isomer or geometry (same formula, charge and spin) = 47.9 kcal/mol
Kohn-Sham gap (spin up / spin down) = 0.2377 / 0.1794 hartree
LUMO (spin up / spin down) = -1.20 / -2.77 eV
HOMO energy (spin up / spin down) = -7.670 / -7.654 eV
Electronic energy = -8436.78495 a.u.
F_max = 0.90 eV Å⁻¹
Multiplicity = 3
Expectation value of S² = 2.0430

Last column: Löwdin charge in e.
Cartesian coordinates (Å):
W1 0.89 -0.27 -0.12  1.427
Se1 2.03 -2.62 0.10  0.837
Se2 2.04 -0.41 -2.45  0.812
Cl1 2.50 -1.59 6.46  0.691
Cl2 -2.00 -2.15 3.53  0.712
S1 6.00 4.23 -0.92  0.996
O1 5.05 -2.43 -3.41  -0.050
O2 -0.25 -0.94 1.34  -0.294
O3 1.69 -4.89 -4.17  -0.048
O4 -2.89 2.59 -5.32  -0.014
O5 -1.96 4.46 -4.40  -0.023
N1 -0.51 0.86 -1.32  -0.035
N2 -0.66 -1.64 -1.10  -0.044
N3 3.99 8.18 0.22  0.064
N4 2.14 -0.30 1.47  -0.218
N5 0.06 1.74 1.00  0.043
N6 2.36 1.44 -0.30  -0.090
C1 3.73 -0.42 3.79  -0.018
C2 4.26 -2.84 -2.30  -0.256
C3 2.84 -3.25 -2.70  -0.588
C4 4.78 6.65 -1.46  -0.082
C5 -2.22 -3.28 -2.68  -0.023
C6 2.35 -0.89 3.83  -0.177
C7 3.32 1.59 0.80  -0.245
C8 -1.80 -3.70 -1.42  -0.027
C9 -0.22 4.37 1.84  -0.029
C10 0.13 3.38 2.74  -0.028
C11 -0.46 4.02 0.52  0.022
C12 5.24 5.79 -0.48  -0.524
C13 3.44 3.27 -1.42  0.000
C14 -1.59 2.38 -3.39  -0.049
C15 3.50 0.17 1.38  -0.295
C16 2.95 -4.40 -3.71  -0.202
C17 -1.01 -2.85 -0.67  -0.149
C18 -0.64 2.19 -1.20  -0.207
C19 -0.32 2.70 0.15  -0.210
C20 4.45 7.34 1.15  -0.139
C21 -1.13 2.98 -2.22  0.067
C22 2.43 2.31 -1.28  -0.210
C23 -1.05 0.27 -2.40  -0.236
C24 -1.91 -2.00 -3.09  0.021
C25 -0.34 -1.68 3.65  -0.585
C26 -1.59 0.99 -3.44  0.079
C27 1.63 -0.78 2.65  -0.272
C28 0.30 -1.16 2.54  -0.408
C29 0.26 2.08 2.27  -0.085
C30 1.67 -1.42 4.93  -0.598
C31 4.58 3.21 -0.57  -0.509
C32 2.07 -3.76 -1.49  -0.471
C33 -1.17 -1.19 -2.25  -0.229
C34 4.17 7.83 -1.06  -0.133
C35 -2.18 3.24 -4.54  -0.681
C36 0.35 -1.81 4.85  -0.128
C37 4.56 2.33 0.46  0.002
C38 2.09 -2.12 -3.38  -0.455
C39 5.08 6.14 0.86  -0.080
C40 4.26 0.08 2.67  -0.011
H1 3.49 -4.05 -4.59  0.129
H2 -2.05 0.53 -4.30  0.127
H3 -0.63 -3.14 0.30  0.082
H4 4.76 -3.70 -1.86  0.136
H5 0.30 3.59 3.78  0.115
H6 3.41 3.95 -2.25  0.118
H7 -2.27 -1.61 -4.03  0.124
H8 5.44 5.49 1.64  0.107
H9 4.31 7.65 2.18  0.107
H10 2.55 -1.86 -4.32  0.071
H11 3.79 8.53 -1.80  0.110
H12 3.55 -5.21 -3.27  0.134
H13 2.81 2.16 1.59  0.165
H14 0.52 1.28 2.95  0.116
H15 2.52 -4.67 -1.11  0.075
H16 -0.77 4.76 -0.21  0.121
H17 1.03 -3.96 -1.77  0.048
H18 1.31 -5.45 -3.49  0.082
H19 5.30 0.38 2.64  0.110
H20 4.03 -0.40 0.60  0.131
H21 -2.08 -4.67 -1.03  0.117
H22 -2.81 -3.93 -3.31  0.120
H23 -0.32 5.40 2.16  0.119
H24 4.90 6.42 -2.51  0.107
H25 1.06 -2.42 -3.58  0.063
H26 -0.16 -2.22 5.72  0.105
H27 4.21 -2.06 -1.55  0.058
H28 4.74 -1.55 -3.69  0.077
H29 5.43 2.20 1.10  0.118
H30 -1.18 4.06 -2.16  0.123
H31 1.68 2.23 -2.06  0.075
H32 4.34 -0.52 4.68  0.094

The following is a DFT calculation (ωB97M-V/def2-TZVPD) of a structure of composition C40H32F9LaOP2 at a distorted geometry.

Properties
Energy relative to the best compared isomer or geometry (same formula, charge and spin) = 98.6 kcal/mol
Kohn-Sham gap (spin up / spin down) = 0.1854 / 0.1655 hartree
LUMO (spin up / spin down) = -5.36 / -5.56 eV
HOMO energy (spin up / spin down) = -10.407 / -10.062 eV
Total charge = +2
Electronic energy = -3231.18369 a.u.
F_max = 3.46 eV Å⁻¹

Last column: Löwdin charge in e.
Cartesian coordinates (Å):
La1 0.96 -1.28 0.68  1.591
P1 1.10 -0.01 -2.36  1.023
P2 -1.15 1.10 1.97  1.031
F1 -1.83 -3.59 2.27  0.151
F2 -0.22 -5.27 -1.12  0.160
F3 2.27 -3.25 1.33  -0.079
F4 -0.56 -5.19 3.07  0.206
F5 0.14 -3.10 3.08  0.094
F6 2.12 -4.99 0.00  0.193
F7 -1.97 -5.13 0.17  0.185
F8 -0.35 -6.53 0.68  0.180
F9 1.86 -5.26 2.15  0.216
O1 -0.23 -2.99 0.26  -0.398
C1 -1.20 1.17 4.65  -0.054
C2 4.10 -2.59 -3.24  -0.048
C3 -1.09 4.43 -0.34  -0.058
C4 3.04 1.33 -0.86  -0.126
C5 3.59 3.68 -1.15  -0.050
C6 0.78 4.59 1.19  -0.069
C7 1.54 -4.49 1.11  -0.437
C8 2.73 3.74 -2.25  -0.053
C9 3.44 -3.82 -3.14  -0.040
C10 -5.62 0.18 1.72  -0.037
C11 3.39 -1.41 -3.05  -0.081
C12 -0.24 0.34 -3.50  -0.332
C13 2.08 -3.90 -2.83  -0.069
C14 -0.63 -5.30 0.17  -0.503
C15 -0.41 0.78 3.56  -0.356
C16 -5.19 1.51 1.87  -0.045
C17 1.99 2.63 -2.63  -0.055
C18 -2.33 1.06 -5.22  -0.042
C19 0.05 -4.19 0.96  -0.304
C20 -0.73 2.69 1.31  -0.333
C21 -4.70 -0.86 1.66  -0.046
C22 0.63 0.61 6.12  -0.028
C23 -2.90 0.74 1.90  -0.350
C24 0.89 0.27 3.73  -0.130
C25 -1.47 3.22 0.23  -0.090
C26 -3.83 1.79 1.95  -0.086
C27 3.71 2.48 -0.44  -0.064
C28 -1.58 0.30 -3.05  -0.079
C29 2.01 -1.49 -2.80  -0.360
C30 2.13 1.40 -1.94  -0.336
C31 -2.61 0.64 -3.92  -0.060
C32 -1.01 1.08 -5.68  -0.049
C33 0.04 0.73 -4.83  -0.077
C34 0.39 3.40 1.80  -0.069
C35 0.04 5.11 0.13  -0.053
C36 -0.67 1.11 5.93  -0.030
C37 -0.56 -4.06 2.35  -0.483
C38 1.39 0.17 5.03  -0.052
C39 1.36 -2.73 -2.66  -0.109
C40 -3.33 -0.59 1.75  -0.065
H1 4.16 4.56 -0.85  0.123
H2 -0.75 0.07 1.06  -0.115
H3 -5.91 2.32 1.94  0.120
H4 4.35 2.43 0.44  0.118
H5 -0.79 1.38 -6.71  0.123
H6 -5.03 -1.90 1.56  0.122
H7 3.87 -0.43 -3.08  0.112
H8 3.99 -4.75 -3.31  0.121
H9 2.64 4.68 -2.81  0.123
H10 1.30 2.70 -3.48  0.106
H11 1.07 0.80 -5.17  0.120
H12 5.16 -2.55 -3.49  0.122
H13 -3.14 1.37 -5.88  0.121
H14 1.57 -4.86 -2.76  0.114
H15 0.35 6.05 -0.34  0.120
H16 3.26 0.37 -0.37  0.079
H17 -3.48 2.82 2.06  0.116
H18 1.55 0.01 2.87  0.043
H19 -2.21 1.54 4.47  0.118
H20 -2.33 2.67 -0.17  0.111
H21 -1.27 1.45 6.77  0.125
H22 -1.80 0.03 -2.01  0.090
H23 -3.65 0.58 -3.56  0.119
H24 -6.69 -0.04 1.67  0.122
H25 -1.68 4.84 -1.16  0.120
H26 0.95 3.01 2.65  0.109
H27 1.04 0.56 7.13  0.125
H28 0.34 -0.60 -1.27  -0.115
H29 1.69 5.09 1.53  0.120
H30 2.39 -0.24 5.19  0.123
H31 0.29 -2.76 -2.42  0.110
H32 -2.60 -1.40 1.71  0.088

The following is a DFT calculation (ωB97M-V/def2-TZVPD) of a structure of composition C40H32N2O2RhTe at a distorted geometry.

Properties
Kohn-Sham gap (spin up / spin down) = 0.2216 / 0.2195 hartree
LUMO (spin up / spin down) = -4.32 / -4.38 eV
HOMO energy (spin up / spin down) = -10.347 / -10.350 eV
Total charge = +1
Electronic energy = -2181.77780 a.u.
F_max = 2.28 eV Å⁻¹

Last column: Löwdin charge in e.
Cartesian coordinates (Å):
Te1 -1.48 1.88 -2.35  1.464
Rh1 -0.04 1.70 0.11  0.939
O1 1.32 0.19 0.03  -0.167
O2 4.52 -1.80 1.26  0.111
N1 -1.60 0.19 0.35  -0.026
N2 -0.08 1.92 2.42  0.051
C1 -0.45 -2.60 -4.07  -0.066
C2 0.17 2.33 5.13  -0.030
C3 1.07 -3.88 0.68  -0.248
C4 -3.48 -2.18 1.21  -0.036
C5 -2.80 -2.61 -1.05  -0.023
C6 0.02 3.17 2.88  -0.210
C7 0.01 4.21 1.85  -0.190
C8 1.18 -1.05 0.24  -0.292
C9 -4.59 -2.98 1.02  -0.058
C10 -1.03 -0.07 -3.13  -0.507
C11 5.00 2.11 -1.74  -0.074
C12 -3.20 1.07 -1.29  -0.397
C13 -2.90 0.79 0.18  -0.285
C14 -0.09 -1.74 0.37  -0.076
C15 0.13 3.40 4.25  0.015
C16 0.10 4.75 -0.51  -0.141
C17 1.03 -5.35 0.92  -0.043
C18 -3.92 -3.40 -1.24  -0.048
C19 5.11 0.75 0.23  -0.005
C20 2.29 -3.22 0.58  0.044
C21 2.37 -1.86 0.37  -0.054
C22 3.74 -1.27 0.49  -0.304
C23 -0.01 0.89 3.25  -0.099
C24 0.07 6.10 -0.21  -0.067
C25 4.13 -0.09 -0.29  -0.152
C26 4.05 1.26 -2.28  -0.070
C27 5.54 1.85 -0.49  -0.066
C28 0.07 3.81 0.50  -0.163
C29 -2.00 -0.78 -3.84  -0.152
C30 3.62 0.16 -1.57  -0.040
C31 0.51 -1.89 -3.38  -0.057
C32 0.11 1.04 4.62  -0.030
C33 -0.01 6.50 1.11  -0.058
C34 -1.70 -2.05 -4.31  -0.087
C35 -1.40 -1.09 0.31  -0.179
C36 -4.81 -3.59 -0.21  -0.061
C37 -0.09 -3.12 0.58  0.030
C38 -0.04 5.57 2.13  -0.018
C39 -2.57 -1.99 0.17  -0.215
C40 0.22 -0.62 -2.92  -0.146
H1 5.51 0.53 1.21  0.121
H2 0.47 -5.57 1.83  0.085
H3 -0.11 5.92 3.15  0.109
H4 -5.29 -3.12 1.83  0.111
H5 -0.22 -3.59 -4.45  0.113
H6 -2.97 -0.34 -4.02  0.107
H7 -5.69 -4.21 -0.35  0.111
H8 0.20 4.41 4.64  0.112
H9 0.18 4.45 -1.56  0.061
H10 -3.69 0.15 0.58  0.115
H11 -2.90 1.74 0.74  0.115
H12 0.95 -0.03 -2.38  0.063
H13 1.48 -2.32 -3.20  0.114
H14 -2.45 -2.61 -4.84  0.114
H15 -3.31 -1.72 2.18  0.128
H16 3.22 -3.76 0.72  0.133
H17 6.31 2.49 -0.08  0.107
H18 0.53 -5.87 0.11  0.085
H19 -2.09 -2.47 -1.85  0.095
H20 3.65 1.46 -3.26  0.105
H21 0.25 2.50 6.19  0.119
H22 2.04 -5.74 1.03  0.081
H23 0.16 0.18 5.27  0.113
H24 -4.07 -3.87 -2.20  0.111
H25 5.34 2.97 -2.30  0.105
H26 -0.05 -0.10 2.80  0.110
H27 -0.04 7.55 1.35  0.113
H28 -1.04 -3.62 0.70  0.125
H29 -4.02 1.78 -1.37  0.057
H30 2.92 -0.54 -2.01  0.095
H31 -3.47 0.14 -1.79  0.044
H32 0.10 6.83 -1.01  0.111

The following is a DFT calculation (ωB97M-V/def2-TZVPD) of a structure of composition C40H33AsBLaN8O3S7 at a distorted geometry.

Properties
Energy relative to the best compared isomer or geometry (same formula, charge and spin) = 49.6 kcal/mol
Kohn-Sham gap = 0.1421 hartree
LUMO = 3.45 eV
HOMO energy = -0.419 eV
Total charge = -2
Electronic energy = -7287.61442 a.u.
F_max = 6.53 eV Å⁻¹

Last column: Löwdin charge in e.
Cartesian coordinates (Å):
La1 -0.79 0.27 -1.58  1.764
As1 1.86 0.40 3.06  1.309
S1 -1.58 1.90 0.98  0.321
S2 1.40 5.01 0.28  0.857
S3 2.02 -0.92 0.45  0.397
S4 1.57 2.34 -0.60  0.391
S5 -5.88 1.01 -1.29  1.033
S6 -1.13 4.78 1.75  0.840
S7 -2.90 -3.59 1.97  1.006
O1 -0.95 -2.06 -2.53  -0.218
O2 -1.74 -0.49 -3.90  -0.172
O3 0.15 7.11 1.43  -0.138
N1 -4.14 1.27 -3.40  0.113
N2 -0.41 -3.20 1.02  0.098
N3 -1.33 2.50 -2.76  -0.082
N4 0.74 0.76 -3.56  -0.109
N5 -3.65 -0.17 -1.58  0.022
N6 1.02 1.69 -4.49  -0.071
N7 -2.08 -1.66 0.36  0.046
N8 -1.01 3.13 -3.94  -0.046
C1 -1.89 -2.82 -4.59  -0.146
C2 -2.68 4.33 -2.97  -0.051
C3 0.04 -0.94 4.84  -0.113
C4 0.11 5.93 1.15  -1.024
C5 5.36 1.41 5.15  -0.123
C6 -2.23 3.31 -2.15  -0.199
C7 -5.37 -0.07 -0.07  -0.365
C8 5.68 2.67 4.69  -0.112
C9 3.59 -3.52 3.84  -0.123
C10 3.43 1.30 3.74  -0.403
C11 3.81 -3.93 2.53  -0.155
C12 -0.56 3.24 1.03  -1.206
C13 -0.60 -0.22 7.10  -0.144
C14 3.44 -3.16 1.50  -0.154
C15 -4.14 -0.60 -0.38  -0.340
C16 -2.48 -4.91 -6.33  -0.097
C17 4.89 3.16 3.68  -0.113
C18 1.76 -0.12 -3.57  -0.189
C19 2.97 -2.27 4.11  -0.133
C20 -1.83 4.20 -4.09  -0.081
C21 0.97 0.07 4.83  -0.413
C22 1.11 0.93 5.89  -0.121
C23 0.35 0.80 7.07  -0.092
C24 -1.65 -2.74 1.12  -0.668
C25 -3.18 -3.69 -6.44  -0.079
C26 2.24 1.47 -5.01  -0.079
C27 -1.26 -4.03 -4.43  -0.016
C28 -4.48 0.64 -2.20  -0.672
C29 4.22 0.70 4.75  -0.096
C30 2.69 -1.98 1.69  -0.752
C31 2.78 0.35 -4.35  -0.074
C32 -3.45 -1.68 0.38  -0.352
C33 -2.86 -2.64 -5.58  -0.008
C34 0.73 3.41 0.29  -1.320
C35 -1.60 -5.07 -5.28  -0.095
C36 3.79 2.51 3.19  -0.102
C37 2.44 -1.55 3.02  -0.398
C38 -1.56 -1.75 -3.65  -0.563
C39 -0.77 -1.07 6.02  -0.090
C40 -4.06 -2.52 1.28  -0.386
B1 0.11 2.81 -4.93  -0.489
H1 -3.89 -3.47 -7.22  0.089
H2 -5.04 -2.54 1.70  0.046
H3 2.65 -1.95 5.13  0.099
H4 1.82 1.76 5.90  0.100
H5 2.62 2.10 -5.80  0.114
H6 4.09 -4.12 4.62  0.085
H7 3.72 -0.17 -4.48  0.086
H8 -1.09 -0.50 8.01  0.077
H9 -2.59 -5.65 -7.09  0.084
H10 6.01 0.89 5.84  0.088
H11 -0.37 2.43 -5.95  0.058
H12 0.37 -2.60 0.66  0.014
H13 -3.26 1.00 -3.80  0.060
H14 -1.49 -1.89 6.23  0.096
H15 -3.35 5.05 -2.79  0.042
H16 -0.17 -1.59 4.02  0.088
H17 -3.34 -1.69 -5.67  0.106
H18 3.21 2.98 2.40  0.094
H19 3.97 -0.30 5.23  0.103
H20 -1.83 4.87 -4.93  0.109
H21 3.48 -3.47 0.45  0.097
H22 5.18 4.08 3.22  0.098
H23 -2.60 3.06 -1.17  0.044
H24 -0.21 -3.92 1.74  0.109
H25 1.70 -0.98 -2.94  0.079
H26 6.46 3.26 5.16  0.093
H27 0.49 1.53 7.88  0.095
H28 -6.09 -0.50 0.61  0.062
H29 -1.30 -6.10 -5.05  0.102
H30 -0.57 -4.26 -3.62  0.125
H31 0.76 3.76 -5.18  0.064
H32 -4.79 1.72 -4.01  0.088
H33 4.38 -4.81 2.37  0.080